(1)
A molecular structure, C16H34MgO14 in a non-equilibrium geometry, computed with ωB97M-V with the def2-TZVPD basis set.

```
65
Properties=species:S:1:pos:R:3
Mg 1.23239 -17.21255 -3.36368
C 2.54783 -17.42810 2.15968
C 2.34839 -18.20480 0.87053
O 1.65268 -17.53206 -0.17275
H 2.76822 -16.37999 1.95717
H 3.40429 -17.82451 2.70507
H 1.72990 -17.40194 2.87967
H 1.83118 -19.15489 1.00438
H 3.32620 -18.51169 0.49932
C 6.47709 -17.15548 -3.54082
C 5.50424 -16.54822 -4.59761
O 4.20941 -16.81344 -4.32879
H 6.21807 -16.92485 -2.50747
H 7.52897 -16.88021 -3.61748
H 6.53456 -18.23574 -3.67437
H 5.78072 -16.85108 -5.60752
H 5.58448 -15.46287 -4.65825
C 2.11312 -12.51250 -1.14251
O 1.20503 -12.00881 -2.09029
C 0.49748 -12.72947 -2.95930
O 0.59794 -13.96688 -3.10054
O -0.39794 -11.89304 -3.57971
C -0.74615 -10.55001 -3.24123
H 2.87943 -13.21273 -1.47499
H 1.59055 -13.10928 -0.39493
H 2.58521 -11.67837 -0.62342
H -1.60482 -10.25300 -3.84336
H -0.00295 -9.84031 -3.60468
H -0.97973 -10.47047 -2.17953
C -1.83885 -19.11237 -7.28772
O -1.32194 -17.99081 -8.02211
C -0.36672 -17.23551 -7.54202
O 0.09821 -17.35367 -6.39440
O 0.00854 -16.42739 -8.48330
C 1.04376 -15.47810 -8.15129
H -2.89278 -19.26810 -7.51817
H -1.70197 -19.01160 -6.21105
H -1.33985 -20.05511 -7.51210
H 2.01948 -15.79435 -8.52014
H 0.89332 -15.09021 -7.14382
H 0.84941 -14.54895 -8.68702
C -3.91097 -15.29776 -3.92750
O -4.30128 -16.49590 -3.22877
C -3.37061 -17.24416 -2.71784
O -2.20075 -17.34326 -3.03630
O -3.99386 -18.03673 -1.80861
C -3.16897 -19.01685 -1.16451
H -4.76837 -14.64782 -4.10224
H -3.62006 -15.60189 -4.93296
H -3.13871 -14.76642 -3.37126
H -2.50324 -18.73391 -0.34912
H -2.62663 -19.66252 -1.85521
H -3.82433 -19.68428 -0.60490
C 0.31096 -23.93028 -3.65851
O 0.22968 -22.54088 -3.79450
C 1.27131 -21.72050 -3.77204
O 1.25885 -20.49567 -3.78484
O 2.43570 -22.40505 -3.71620
C 3.67752 -21.78379 -3.52999
H -0.65439 -24.29811 -3.31080
H 1.14629 -24.27492 -3.04895
H 0.45566 -24.34525 -4.65599
H 3.76008 -21.29669 -2.55838
H 3.93391 -21.13759 -4.36952
H 4.45649 -22.54382 -3.59028
```

Max |F| = 3.625 eV/Å
Total charge = 0
Highest occupied orbital energy = -6.1 eV
Gap between HOMO and LUMO = 3.9 eV
LUMO level = -2.22 eV
Relative energy (zero: lowest compared OMol25 entry of this formula, charge and spin) = 11.212 eV

---

(2)
A gas-phase ion, C16H34N3S (charge +1), computed with ωB97M-V with the def2-TZVPD basis set.

```
54
Properties=species:S:1:pos:R:3
C -3.31478 -4.35741 -0.14182
C -2.81072 -3.00854 0.35499
C -3.85609 -1.90985 0.17603
C -3.36324 -0.55839 0.68771
C -4.40580 0.54358 0.49477
C -3.91027 1.93239 0.92492
C -3.46402 2.82637 -0.23605
C -2.29506 2.26451 -1.04314
N -1.12945 2.11545 -0.19566
C -0.19168 1.17472 -0.23963
S 0.92270 1.10015 1.01611
N -0.13136 0.33489 -1.29772
C 0.56543 -0.93326 -1.29350
C 2.03349 -0.81128 -1.72941
N 2.89628 -0.40558 -0.60136
C 4.03155 0.44968 -1.00092
C 4.74354 0.97961 0.23776
C 5.24007 -0.17500 1.10075
C 4.06541 -1.07994 1.45506
C 3.37489 -1.56108 0.18554
H -4.20480 -4.65379 0.40679
H -2.55735 -5.12527 -0.00456
H -3.56722 -4.30730 -1.19879
H -2.54878 -3.08612 1.41234
H -1.90152 -2.73696 -0.19153
H -4.11512 -1.82731 -0.88290
H -4.76343 -2.18810 0.71389
H -2.43465 -0.30294 0.17140
H -3.12759 -0.64204 1.75104
H -4.72423 0.57228 -0.54973
H -5.28309 0.27715 1.08499
H -4.71455 2.45828 1.43995
H -3.09533 1.81619 1.64244
H -4.30205 2.97187 -0.91910
H -3.18576 3.80762 0.15516
H -2.06274 2.94334 -1.87310
H -2.57665 1.29282 -1.45532
H -1.07195 2.75832 0.58320
H -0.78575 0.49220 -2.04901
H 0.04737 -1.60121 -1.98279
H 0.51159 -1.36667 -0.28895
H 2.38608 -1.76445 -2.12875
H 2.10397 -0.06121 -2.51982
H 2.24490 0.19162 0.07388
H 3.64804 1.28151 -1.59465
H 4.71767 -0.13822 -1.61709
H 5.57626 1.60834 -0.07492
H 4.05254 1.59748 0.81414
H 5.69907 0.21149 2.00884
H 5.99772 -0.74446 0.55944
H 4.40683 -1.94494 2.02215
H 3.35052 -0.53330 2.07248
H 2.52213 -2.19334 0.43655
H 4.07099 -2.13775 -0.43063
```

Max |F| = 0.832 eV/Å
Total charge = +1
Highest occupied orbital energy = -12.0 eV
Gap between HOMO and LUMO = 9.8 eV
LUMO level = -2.21 eV
Relative energy (zero: lowest compared OMol25 entry of this formula, charge and spin) = 0.040 eV

---

(3)
6 unconnected molecules or ions with the total composition C16H35BN6O12 in a non-equilibrium geometry, computed with ωB97M-V with the def2-TZVPD basis set.

```
70
Properties=species:S:1:pos:R:3
C -4.43348 -3.54036 0.93640
C -3.88337 -2.38702 1.94624
O -4.17307 -1.13129 1.27664
C -4.55337 -2.52213 3.39337
O -4.40722 -1.36153 4.24304
B -3.03007 -1.04294 4.51437
C -2.43035 0.39309 3.97280
C -1.20448 -0.01729 2.98353
C -0.56088 1.24778 2.21255
C 0.87961 1.51239 2.86539
N 1.81423 2.28774 1.98814
C 1.74942 2.47971 0.55479
C 3.00898 3.31929 0.26894
C 3.76466 3.55207 1.62383
C 2.93609 2.86160 2.72517
H -5.23512 -3.08932 0.24559
H -3.54483 -3.78998 0.25450
H -4.80998 -4.43323 1.53217
H -2.74712 -2.59646 2.02722
H -3.67692 -0.39139 1.68499
H -5.68751 -2.64796 3.21420
H -4.20124 -3.50660 3.86221
H -2.27706 -1.77168 5.07983
H -3.20418 1.00086 3.39170
H -1.96369 0.97883 4.83951
H -1.49366 -0.81908 2.22047
H -0.41787 -0.51151 3.67054
H -0.44332 0.97974 1.09862
H -1.25537 2.16355 2.23409
H 0.73584 1.96875 3.90088
H 1.36825 0.47189 2.99235
H 0.94952 2.06893 -0.15508
H 3.32313 3.65650 -0.77415
H 4.74702 4.10750 1.76069
H 3.14561 2.79683 3.84860
C -1.04605 -0.75016 -1.97626
N 0.02869 -0.03206 -1.24269
O 0.74309 -0.68835 -0.50407
O 0.12033 1.17279 -1.43349
H -1.00714 -1.80509 -1.71017
H -1.99696 -0.31194 -1.67797
H -0.86457 -0.61507 -3.03603
C 2.90806 -3.00917 0.46580
N 3.23941 -4.44694 0.28584
O 2.39749 -5.15477 -0.24439
O 4.33149 -4.81458 0.68246
H 1.91159 -2.82656 0.06931
H 2.94387 -2.79466 1.53306
H 3.65239 -2.42933 -0.07909
C 6.53892 1.20747 1.18093
N 6.10198 0.09439 0.29848
O 6.18643 0.26683 -0.90558
O 5.68888 -0.91438 0.84696
H 6.87929 2.03443 0.56090
H 5.68059 1.50475 1.78311
H 7.35047 0.83406 1.80458
C -3.53979 2.17932 -4.31872
N -3.21422 0.74113 -4.50306
O -4.05430 0.03917 -5.03409
O -2.11901 0.36771 -4.10500
H -4.53552 2.36678 -4.71547
H -3.50361 2.39003 -3.25049
H -2.79215 2.75724 -4.86177
C 0.68889 0.94248 -6.61965
N 0.15663 2.16312 -7.27941
O 0.26303 2.23721 -8.49076
O -0.35056 3.00453 -6.55453
H 1.10728 0.28573 -7.37982
H 1.45875 1.25774 -5.91644
H -0.14187 0.45885 -6.10662
```

Max |F| = 6.049 eV/Å
Total charge = 0
Highest occupied orbital energy = -8.0 eV
Gap between HOMO and LUMO = 7.5 eV
LUMO level = -0.48 eV